Formula: C6H6F3N2O3
Source: the Open Molecules 2025 dataset
Level of theory: wB97M-V/def2-TZVPD

Positions of all 20 atoms, in Å:
C: 0.81156 -0.14768 1.18065
C: -0.31542 0.92702 3.01398
C: 0.55246 0.35798 -0.09141
C: 0.83156 -1.17218 -3.30270
C: 0.52680 0.02417 -2.46089
C: -1.90180 0.66708 2.71210
N: 1.39023 -2.23791 2.16288
N: 1.08587 -1.28808 1.61230
O: 0.23780 1.59287 -0.24187
O: 0.28992 1.56713 3.72655
O: 0.74803 -0.42450 -1.09833
F: -2.30483 -0.41148 3.31528
F: -2.64425 1.67081 3.01353
F: -2.12370 0.40462 1.40830
H: 0.15766 -1.43634 -4.09898
H: 1.73558 -1.03483 -3.70897
H: 0.85834 -2.10812 -2.67255
H: -0.67332 0.26807 -2.40177
H: 1.17911 0.90148 -2.46029
H: -0.44160 1.87991 0.39219

Forces on the atoms, in the same order (eV/Å):
C -2.496 4.239 1.245
C -0.371 -0.852 -2.653
C 1.182 -2.658 1.043
C -2.146 -1.648 1.579
C -3.822 0.712 1.133
C -0.372 -1.466 -1.464
N -0.789 2.049 -1.465
N 1.637 -4.929 1.980
O -1.178 1.297 -0.953
O 0.186 0.085 0.541
O 0.321 -0.142 1.471
F 0.441 -0.584 1.310
F 0.079 1.399 0.866
F 1.213 0.634 -0.200
H -0.580 0.544 -0.230
H 3.544 0.156 -1.616
H 0.049 1.112 -0.435
H 3.090 -0.059 -0.815
H -0.449 -0.001 -1.272
H 0.461 0.113 -0.065

## Properties
Charge ... +1
Calculated total energy ... -23581.545 eV

---

Formula: C21H40Cl3N2O4RuSi
Source: the Open Molecules 2025 dataset
Level of theory: wB97M-V/def2-TZVPD

Positions of all 72 atoms, in Å:
C: -2.27389 -2.49505 -3.93761
C: -1.31913 -2.58457 -2.79216
H: -1.80011 -2.87639 -4.85629
H: -2.58277 -1.46412 -4.14861
H: -3.18171 -3.08024 -3.70117
C: -0.34165 -3.49878 -2.72744
C: -0.16371 -4.58254 -3.71761
H: 0.41909 -3.44269 -1.96492
H: 0.27935 -4.24066 -4.65551
H: -1.11372 -5.06496 -3.94455
H: 0.51253 -5.31680 -3.27790
Ru: -0.37024 1.92771 2.56929
Cl: -2.49069 2.04339 1.76259
Cl: 1.40459 3.12493 1.64741
H: 1.39636 5.59037 5.09591
H: -1.06360 7.00144 3.88587
C: 1.38784 5.35804 4.02671
C: -0.63338 6.43781 3.05156
N: 0.02658 5.24679 3.52549
H: 1.94577 4.44242 3.83141
C: -0.66794 4.10670 3.66720
O: -0.15489 3.10956 4.25625
H: -1.43374 6.17882 2.36012
H: -1.70298 4.09903 3.31414
H: 1.88581 6.18106 3.50882
H: 0.08052 7.08447 2.53762
H: 2.67737 -0.59238 -1.92246
H: 2.71341 -3.09517 -1.45666
C: 3.37990 -0.47999 -1.08449
C: 3.36752 -2.89155 -0.59554
N: 3.14093 -1.53142 -0.11338
H: 3.21942 0.47835 -0.58640
C: 3.28226 -1.23358 1.22874
O: 3.59720 -0.16058 1.69627
H: 3.13134 -3.61646 0.19131
H: 3.05688 -2.11088 1.86981
H: 4.40605 -0.53371 -1.48161
H: 4.40913 -3.04626 -0.92030
O: -0.78082 -0.35512 -2.20155
C: -1.51311 -1.49716 -1.74240
C: 0.08111 -2.30294 0.09885
C: -1.20940 -1.98901 -0.31748
H: 0.92056 -1.96378 -0.50702
C: 0.29117 -3.08463 1.24788
H: -2.56935 -1.22736 -1.71170
C: -2.28463 -2.31175 0.52602
H: 1.30318 -3.34626 1.53763
C: -0.79855 -3.56598 1.97358
C: -2.07983 -3.12318 1.64200
H: -3.28968 -1.97713 0.24474
H: -0.63807 -4.25441 2.81000
H: -2.92629 -3.45289 2.24288
Si: -0.87803 1.01322 -3.01335
Cl: 0.58941 0.25115 1.71130
C: 0.90041 1.52402 -3.30163
C: -1.46388 2.29737 -1.76022
C: -2.15304 1.04640 -4.36867
H: 1.52458 0.69962 -3.67160
H: 1.28035 1.85398 -2.32506
H: 1.00248 2.36930 -3.99611
H: -1.95147 0.38380 -5.21941
H: -2.19358 2.09914 -4.70563
H: -3.13698 0.79012 -3.94145
H: -2.35778 1.94750 -1.22803
H: -1.70092 3.26125 -2.22777
H: -0.67328 2.46936 -1.01627
C: 0.06684 -0.52081 4.57281
O: -0.93022 0.38448 4.06188
H: 0.95161 -0.36111 3.91447
H: -0.31284 -1.53682 4.44552
H: 0.31773 -0.26736 5.61711
H: -1.81334 0.27491 4.46681

Forces on the atoms, in the same order (eV/Å):
C -0.191 -0.384 -0.420
C 0.512 -0.112 0.581
H -0.398 -0.027 0.254
H 0.081 -0.271 0.242
H 0.230 0.184 -0.326
C -0.628 1.092 -0.146
C 0.267 -0.485 -0.142
H -0.261 -0.057 0.334
H 0.012 0.017 -0.065
H 0.035 -0.101 -0.095
H -0.072 -0.205 -0.263
Ru -0.840 0.882 -0.722
Cl -1.143 0.240 -0.344
Cl 0.810 1.254 -0.781
H -0.080 -0.118 -0.026
H 0.059 0.023 -0.063
C 0.293 0.138 0.108
C -0.257 0.456 -0.082
N -0.858 -1.062 0.290
H -0.225 0.083 0.080
C 1.526 1.831 1.328
O -0.543 1.142 0.806
H 0.023 -0.027 -0.010
H 0.051 0.134 -0.117
H -0.136 -0.148 -0.044
H -0.075 -0.186 -0.017
H 0.123 0.057 0.216
H 0.142 0.062 0.225
C -0.042 0.029 -0.057
C -0.255 0.132 0.124
N 0.572 -0.045 0.387
H 0.057 -0.087 -0.177
C 0.343 -0.210 -0.312
O -0.106 -0.401 -0.293
H 0.070 0.148 -0.131
H 0.133 0.111 -0.135
H -0.182 0.099 0.111
H -0.206 0.105 0.118
O 0.449 -2.308 1.302
C 0.208 0.414 0.104
C -0.071 -0.390 0.220
C 0.044 0.085 -0.178
H -0.257 -0.073 0.308
C -0.358 0.195 -0.610
H -0.240 0.009 -0.175
C 0.214 -0.151 -0.430
H -0.136 -0.032 0.000
C 0.190 0.318 0.026
C -0.055 -0.037 0.033
H 0.319 -0.229 0.177
H -0.119 0.323 -0.267
H 0.116 0.145 -0.134
Si -0.202 2.081 0.938
Cl 1.425 -3.418 -2.039
C 0.094 -0.138 -0.597
C -0.118 0.028 -0.160
C 0.084 0.093 -0.379
H -0.073 0.207 0.052
H -0.049 -0.174 -0.207
H -0.040 -0.163 0.119
H -0.092 0.257 0.079
H -0.091 -0.472 -0.055
H 0.305 0.109 -0.136
H 0.122 0.120 -0.057
H 0.009 -0.066 0.086
H -0.210 -0.062 -0.088
C 0.260 0.228 -0.078
O -0.793 -0.564 1.276
H -0.664 -0.354 0.828
H 0.284 -0.010 0.209
H -0.176 -0.246 -0.380
H 0.780 -0.018 -0.221

## Properties
2S+1 ... 6
Calculated total energy ... -81623.030 eV

---

Formula: H3INOP
Source: the Open Molecules 2025 dataset
Level of theory: wB97M-V/def2-TZVPD

Positions of all 7 atoms, in Å:
N: 0.02269 -0.36817 -0.38140
O: 1.45813 1.90022 0.70594
P: 1.74773 1.16645 -0.66804
I: 3.72710 -0.16428 -0.21028
H: -0.69255 -0.03863 -1.01886
H: 0.39937 -1.22840 -0.77445
H: 1.22266 1.36512 1.46633

Forces on the atoms, in the same order (eV/Å):
N 2.884 1.963 0.227
O 0.041 0.578 0.195
P -2.751 -2.021 -0.322
I -0.037 -0.329 0.097
H 0.007 0.128 -0.317
H -0.001 0.036 -0.126
H -0.143 -0.356 0.246

## Properties
Calculated total energy ... -20975.381 eV

---

Formula: C42H36Cl4F7N3O14P2S4Sn
Source: the Open Molecules 2025 dataset
Level of theory: wB97M-V/def2-TZVPD

Positions of all 113 atoms, in Å:
Sn: 0.30858 0.36508 -1.79441
F: -1.30508 -3.75136 -4.70924
C: -2.54122 -3.29878 -4.48970
F: -3.21560 -3.34571 -5.63995
F: -3.13832 -4.13123 -3.62265
S: -2.56557 -1.60396 -3.76089
O: -1.96162 -1.79197 -2.46563
O: -3.95177 -1.24018 -3.81793
N: -1.59802 -0.91099 -4.83492
S: -1.57208 0.67999 -4.83251
O: -0.34914 1.21004 -5.33669
O: -2.12342 1.20562 -3.60456
C: -2.81398 1.15910 -6.12991
F: -3.24899 2.40008 -5.89470
F: -2.25335 1.14157 -7.34599
F: -3.86407 0.34215 -6.15118
C: 2.00015 -2.19008 1.52438
C: 1.51491 -1.11119 2.52046
P: -0.32312 -0.89096 2.62147
C: -0.68827 -1.52535 4.31431
C: -1.70988 -2.45939 4.45474
C: -2.06834 -2.94085 5.70932
C: -1.40271 -2.49218 6.83859
C: -0.37207 -1.56658 6.71023
C: -0.02004 -1.08916 5.45847
C: -0.51674 0.90535 2.94439
C: 0.50014 1.77708 3.32577
C: 0.22351 3.11332 3.57626
C: -1.07338 3.59439 3.45201
C: -2.08940 2.73898 3.05194
C: -1.80891 1.40560 2.79748
P: 0.84059 -2.54275 0.13304
C: -0.32218 -3.77477 0.87868
C: -1.67588 -3.67081 0.56419
C: -2.59071 -4.58242 1.07488
C: -2.16588 -5.59541 1.92478
C: -0.81818 -5.71412 2.23150
C: 0.09725 -4.81879 1.69638
C: 1.80932 -3.78036 -0.82676
C: 3.05414 -4.28663 -0.46698
C: 3.67390 -5.25734 -1.24507
C: 3.05869 -5.73072 -2.39311
C: 1.81676 -5.22981 -2.76307
C: 1.20071 -4.26548 -1.98462
H: 2.22401 -3.12280 2.04736
H: 2.92699 -1.82837 1.07143
H: 1.91854 -0.15258 2.20227
H: 1.93196 -1.33722 3.50355
H: -2.22196 -2.81646 3.56760
H: -2.87009 -3.66382 5.80050
H: -1.68868 -2.85337 7.81929
H: 0.15043 -1.21124 7.59052
H: 0.77065 -0.35253 5.36778
H: 1.52491 1.43360 3.39828
H: 1.03062 3.78301 3.84866
H: -1.28772 4.64116 3.63538
H: -3.08792 3.11920 2.88520
H: -2.59844 0.75033 2.44639
H: -1.99782 -2.86614 -0.08844
H: -3.63928 -4.50320 0.81522
H: -2.88207 -6.29387 2.34081
H: -0.47670 -6.51056 2.88210
H: 1.15234 -4.94836 1.91038
H: 3.56371 -3.91381 0.41189
H: 4.64747 -5.63509 -0.95554
H: 3.55054 -6.47619 -3.00636
H: 1.33271 -5.57701 -3.66768
H: 0.23473 -3.86909 -2.27969
O: 2.20913 3.98682 -4.00026
S: 2.51165 2.81094 -3.22269
O: 3.38131 1.85196 -3.86108
O: 1.28659 2.21450 -2.63496
C: 3.36050 3.42387 -1.75522
C: 3.87735 4.70895 -1.85951
C: 4.46823 5.33140 -0.77205
C: 4.52848 4.67730 0.44531
C: 4.02689 3.39230 0.55941
C: 3.45601 2.75093 -0.53263
S: 2.87645 1.08678 -0.18604
O: 3.69542 0.63549 0.91891
O: 1.44014 1.24513 0.16388
O: 2.98601 0.26414 -1.38606
H: 3.77400 5.21738 -2.80796
H: 4.86344 6.33489 -0.87446
H: 4.95447 5.16762 1.31197
H: 4.07891 2.86031 1.49852
Cl: 1.94830 -1.61444 -3.96738
C: 3.68768 -1.34152 -4.12886
Cl: 4.63293 -2.31577 -2.98136
H: 3.86580 -0.28921 -3.93744
H: 3.97318 -1.65645 -5.12498
Cl: -4.36142 -0.19553 -0.62406
C: -5.01019 -1.81040 -0.58630
Cl: -6.80427 -1.86266 -0.53096
H: -4.66093 -2.30876 0.30868
H: -4.70622 -2.33261 -1.48753
F: -3.80261 7.11069 0.55485
C: -2.59092 6.53042 0.66080
C: -2.23620 5.52523 -0.15099
N: -1.00060 4.93506 -0.10437
C: -0.74834 3.74159 -0.91500
C: -1.68382 2.58409 -0.53820
O: -2.81256 2.84584 -0.13979
O: -1.21739 1.40555 -0.70797
C: -0.05576 5.33628 0.81745
O: 1.05551 4.86734 0.92003
N: -0.47185 6.37774 1.64022
C: -1.68862 7.04507 1.66464
O: -1.90336 7.94860 2.45262
H: -2.91843 5.13381 -0.88961
H: 0.29378 3.46747 -0.80106
H: -0.93380 3.98881 -1.96258
H: 0.21546 6.67850 2.31438

Forces on the atoms, in the same order (eV/Å):
Sn 0.071 0.476 0.382
F -0.001 -0.006 0.052
C 0.114 0.041 -0.031
F 0.008 -0.020 -0.026
F -0.030 -0.017 -0.030
S 0.313 -0.277 -0.386
O 0.031 0.021 -0.030
O -0.030 0.016 0.099
N -0.270 0.286 0.289
S -0.482 -0.177 0.315
O 0.157 -0.230 -0.081
O 0.236 0.130 -0.160
C 0.048 -0.046 -0.020
F 0.004 0.043 -0.033
F -0.017 -0.037 -0.011
F -0.032 0.048 -0.008
C -0.145 0.011 0.162
C -0.024 -0.100 -0.037
P 0.023 0.104 -0.154
C -0.017 -0.055 -0.007
C 0.027 -0.055 -0.020
C 0.007 -0.012 -0.003
C -0.006 0.018 0.004
C -0.003 -0.012 0.005
C -0.024 0.013 0.006
C 0.019 -0.059 0.111
C 0.017 0.052 -0.013
C 0.000 -0.021 0.027
C 0.005 0.006 0.020
C 0.042 0.051 -0.046
C -0.015 -0.041 -0.039
P 0.127 -0.121 -0.042
C -0.083 0.120 0.015
C 0.016 0.030 -0.025
C 0.010 0.011 0.023
C -0.032 0.019 -0.025
C 0.049 -0.013 0.003
C 0.003 -0.010 0.046
C -0.008 -0.022 0.033
C 0.022 0.030 -0.032
C -0.014 0.001 0.019
C -0.016 -0.009 -0.002
C 0.012 -0.032 0.007
C -0.003 0.037 0.011
H 0.044 0.041 0.034
H -0.002 -0.046 -0.036
H 0.017 -0.065 -0.050
H -0.004 0.112 0.038
H -0.007 0.011 0.002
H 0.004 -0.002 -0.003
H 0.015 -0.016 -0.002
H -0.003 0.003 0.002
H -0.012 0.013 0.000
H -0.012 -0.015 0.017
H -0.014 0.005 -0.023
H -0.001 -0.034 0.023
H -0.041 -0.013 0.018
H 0.007 0.014 -0.041
H -0.045 0.010 0.002
H -0.015 0.022 -0.012
H -0.002 -0.006 -0.015
H 0.002 -0.001 -0.005
H -0.011 0.018 0.027
H -0.002 -0.008 0.010
H 0.007 0.011 -0.006
H -0.002 0.000 0.001
H 0.000 0.000 0.004
H -0.011 0.026 -0.039
O -0.053 0.010 0.055
S 0.324 -0.036 -0.014
O -0.041 -0.024 0.040
O -0.509 -0.118 0.029
C -0.134 -0.009 0.076
C -0.008 -0.008 -0.013
C 0.017 0.021 -0.017
C -0.009 0.009 0.030
C 0.083 0.001 -0.021
C 0.060 -0.030 -0.089
S 0.245 -0.220 -0.167
O -0.162 0.093 0.099
O -0.064 -0.230 -0.255
O 0.030 0.138 0.072
H 0.008 0.011 0.010
H -0.021 0.005 -0.007
H 0.013 -0.015 -0.002
H 0.006 0.006 -0.008
Cl 0.049 -0.116 -0.184
C -0.078 0.031 0.066
Cl -0.002 0.002 -0.029
H 0.032 0.023 0.038
H 0.024 0.099 -0.015
Cl 0.022 0.265 0.140
C -0.017 -0.151 -0.141
Cl 0.057 0.021 0.009
H 0.025 -0.046 0.034
H -0.001 0.032 0.003
F -0.002 -0.010 0.015
C 0.042 0.029 -0.033
C -0.016 0.028 -0.035
N -0.129 -0.089 0.119
C 0.031 0.101 -0.027
C -0.261 0.146 0.057
O 0.127 -0.044 0.089
O 0.104 -0.166 -0.155
C 0.053 0.045 -0.038
O 0.003 -0.015 0.003
N 0.012 0.034 -0.063
C -0.011 -0.009 -0.003
O 0.002 -0.009 0.008
H -0.003 -0.026 0.014
H 0.006 0.023 0.045
H 0.110 -0.075 -0.039
H 0.013 0.003 -0.006

## Properties
Charge ... -2
Calculated total energy ... -214142.971 eV